ORCA calculation (wB97M-V/def2-TZVPD) on a structure of composition C42H103F18N12O23S6 at a distorted geometry.

Values from the calculation:
- Maximum force: 6.01 eV/Å
- Total charge: -3
- E_LUMO: 4.7 eV
- Frontier orbital gap: 6.49 eV
- E: -8235.9918 Ha

```
204
Properties=species:S:1:pos:R:3:forces:R:3
C -1.003 -2.899 -6.915 0.858 0.531 0.900
F -0.260 -2.324 -7.853 -0.340 0.024 0.015
F -2.272 -2.555 -7.082 0.008 -0.227 -0.084
F -0.855 -4.227 -7.080 -0.318 0.098 0.292
S -0.475 -2.367 -5.091 -1.571 2.298 2.449
O -1.496 -2.911 -4.199 -0.329 0.621 -1.821
O 0.799 -2.924 -4.722 0.852 -0.432 -0.885
N -0.539 -0.505 -5.030 2.104 -4.272 -0.763
S 1.014 -0.184 -5.451 -1.290 2.050 -1.420
O 1.545 -1.055 -6.469 0.796 -0.183 0.078
O 1.073 1.230 -5.768 0.320 -0.271 0.364
C 2.180 -0.287 -3.939 -0.208 -0.862 -2.813
F 1.447 -0.584 -2.940 -0.621 -0.637 2.297
F 3.134 -1.262 -4.141 -0.404 1.126 0.515
F 2.765 0.887 -3.732 0.691 -0.001 0.179
C 1.699 2.305 0.118 -2.088 -2.016 -2.138
F 2.046 3.402 -0.535 0.354 0.307 0.047
F 2.385 1.255 -0.375 0.214 0.361 -0.284
F 1.983 2.390 1.363 0.584 0.690 2.156
S -0.242 1.999 -0.150 -0.261 1.280 0.139
O -0.819 2.199 1.188 0.810 -0.815 -1.520
O -0.604 3.053 -1.078 0.859 -1.453 0.316
N -0.338 0.412 -0.844 1.720 4.601 1.251
S -0.281 -0.488 0.418 -2.550 -2.848 0.074
O 0.567 -0.164 1.500 2.331 0.352 1.077
O -1.626 -0.780 0.819 -0.223 -1.053 0.087
C 0.441 -2.108 -0.298 -1.544 -0.274 -0.248
F 0.215 -3.068 0.671 0.306 0.607 -0.757
F -0.218 -2.504 -1.431 1.252 0.521 1.600
F 1.759 -2.074 -0.503 -0.502 0.139 -0.209
C -6.469 0.703 -4.888 0.890 0.226 0.858
F -6.680 1.757 -5.725 -0.070 -1.390 1.029
F -7.626 0.276 -4.341 -0.134 0.547 -0.415
F -5.986 -0.326 -5.594 -0.064 0.541 -0.072
S -5.235 1.039 -3.367 4.487 -3.772 -1.336
O -5.853 1.920 -2.422 -0.535 -0.245 -0.106
O -4.844 -0.353 -2.909 -2.338 3.556 -1.387
N -3.750 1.597 -4.209 -4.012 1.363 2.228
S -3.937 3.230 -4.092 0.829 0.545 -1.144
O -2.854 3.860 -4.841 -0.669 -0.267 0.905
O -5.273 3.727 -4.424 0.729 -0.069 0.562
C -3.628 3.766 -2.166 -1.703 -1.477 -2.006
F -4.733 4.325 -1.610 0.273 -0.111 -0.192
F -3.258 2.717 -1.514 -0.711 -2.227 1.199
F -2.647 4.564 -2.020 1.920 3.183 -0.535
O -2.114 -0.325 -2.720 -0.093 0.218 -0.220
H -2.493 -1.153 -2.427 0.004 -0.381 0.214
H -1.470 -0.105 -2.047 -0.129 0.031 -0.230
O -0.951 2.032 -3.649 -0.015 -0.464 0.149
H -0.598 2.885 -3.902 0.181 0.442 -0.443
H -0.566 1.858 -2.790 -0.168 -0.083 -0.018
C -5.462 6.916 1.131 0.945 -0.698 -0.001
C -4.238 7.182 2.096 -1.109 -0.588 0.527
C -3.237 5.984 2.298 -1.172 0.233 -1.121
O -3.848 5.000 3.081 -0.216 0.754 1.178
C -2.978 4.044 3.648 -0.347 -0.671 -1.010
N -3.575 8.388 1.658 0.430 0.304 -1.151
H -6.131 6.115 1.446 0.277 -0.097 0.396
H -5.097 6.589 0.157 0.182 -0.020 -0.166
H -6.108 7.772 0.939 0.350 0.393 0.380
H -4.721 7.440 3.039 0.268 -0.408 0.502
H -2.249 6.263 2.662 -0.090 0.543 0.599
H -3.016 5.578 1.311 -0.004 -0.192 -0.468
H -3.538 3.515 4.419 0.007 -0.048 -0.169
H -2.044 4.393 4.089 0.008 0.658 0.003
H -2.725 3.389 2.815 0.374 -0.610 0.312
H -2.582 8.356 1.837 0.257 -0.039 0.564
H -3.576 8.312 0.651 -0.091 0.432 -0.496
C 6.176 2.103 -0.121 0.128 1.416 -0.675
C 6.423 0.660 0.110 -1.480 -0.772 1.676
C 6.104 -0.165 -1.124 0.065 0.684 1.196
O 6.263 -1.542 -0.841 0.979 0.794 0.538
C 6.287 -2.271 -2.014 -0.815 -1.431 -1.054
N 7.745 0.445 0.692 -0.405 -0.120 -0.821
H 6.692 2.752 0.586 0.065 -0.266 0.275
H 5.133 2.421 -0.114 -0.083 -0.344 -0.106
H 6.588 2.363 -1.095 -0.024 0.280 -0.305
H 5.696 0.330 0.852 -0.054 -0.135 0.329
H 6.818 0.208 -1.858 -0.146 -0.374 -0.798
H 5.059 0.059 -1.338 -0.052 -0.023 -0.745
H 6.943 -1.899 -2.801 0.075 0.517 0.050
H 5.268 -2.349 -2.392 -0.120 0.171 -0.498
H 6.592 -3.307 -1.869 0.165 0.016 0.633
H 7.836 -0.554 0.576 0.594 -0.493 0.300
H 8.322 0.838 -0.037 0.960 0.105 0.007
C -0.741 -6.565 -4.615 0.916 -0.392 -0.783
C -0.370 -6.528 -3.153 -0.306 1.688 -1.076
C 1.129 -6.203 -2.957 0.119 -0.487 -0.548
O 1.658 -6.762 -1.765 0.511 0.579 0.421
C 0.989 -6.251 -0.607 0.254 -0.693 -0.574
N -1.181 -5.409 -2.660 -0.478 -1.130 1.865
H -0.429 -5.595 -5.003 -0.500 0.086 -0.316
H -1.793 -6.786 -4.792 -0.008 0.400 0.169
H -0.165 -7.286 -5.196 0.153 -0.312 0.069
H -0.687 -7.457 -2.678 0.298 -0.048 0.350
H 1.289 -5.129 -3.056 -0.408 0.464 0.706
H 1.776 -6.506 -3.780 -0.071 -0.970 -0.035
H 1.507 -6.574 0.296 0.069 -0.240 -0.162
H -0.004 -6.698 -0.650 -0.292 0.370 0.659
H 0.964 -5.161 -0.588 -0.167 0.107 -0.153
H -1.153 -4.537 -3.168 0.330 0.019 -0.541
H -0.842 -5.227 -1.726 -0.477 0.538 0.095
C -2.900 -1.756 3.979 0.817 -0.030 1.213
C -4.407 -1.565 4.063 1.891 0.902 1.633
C -4.726 -0.151 4.600 -1.507 -0.546 -0.148
O -4.432 -0.003 6.006 0.179 -0.677 -1.208
C -4.650 1.284 6.475 0.864 0.586 0.441
N -4.899 -1.787 2.762 -1.896 0.791 -0.819
H -2.385 -1.157 3.228 -0.475 0.274 -0.265
H -2.646 -2.785 3.724 -0.027 -0.008 0.240
H -2.446 -1.475 4.929 0.296 -0.261 0.258
H -4.831 -2.188 4.851 -0.121 -0.658 -0.243
H -5.807 -0.025 4.537 -0.365 -0.028 -0.296
H -4.332 0.610 3.926 0.726 0.344 0.365
H -5.664 1.672 6.565 -0.615 -0.573 -0.290
H -4.122 2.010 5.857 0.220 0.168 0.013
H -4.228 1.289 7.480 0.074 0.236 0.063
H -4.441 -1.055 2.238 -0.183 0.186 -0.742
H -4.508 -2.631 2.369 -0.006 -0.247 0.089
C 1.679 4.017 4.063 -1.072 -2.542 1.213
C 1.841 5.107 3.148 1.223 0.475 -1.349
C 0.599 5.652 2.515 -0.473 -0.255 -1.140
O 0.824 6.797 1.658 0.731 -0.167 0.010
C 1.411 6.482 0.381 -0.506 0.020 -0.551
N 2.326 6.181 3.919 1.194 2.318 0.345
H 1.273 3.179 3.497 -0.453 -0.332 0.640
H 1.105 4.358 4.925 -0.672 -0.336 -0.110
H 2.598 3.668 4.534 0.444 0.142 -0.383
H 2.537 4.754 2.387 0.226 0.204 -0.527
H 0.027 5.976 3.384 -0.566 0.260 -0.396
H 0.097 4.905 1.900 -0.331 -0.281 0.286
H 1.725 7.364 -0.176 0.281 0.573 0.842
H 0.691 6.112 -0.349 -0.476 -0.713 0.416
H 2.254 5.792 0.394 -0.029 -0.041 0.393
H 2.371 6.941 3.255 0.220 0.775 0.252
H 3.268 6.028 4.251 0.154 -0.141 0.068
C 1.048 -3.932 4.947 -1.912 -0.251 -0.544
C 1.829 -5.153 4.473 1.596 1.533 1.231
C 1.576 -5.567 3.037 0.574 1.271 -0.626
O 0.310 -6.092 2.826 -0.653 -1.107 1.090
C 0.158 -7.311 3.557 -1.221 -0.022 -0.608
N 3.261 -4.760 4.687 0.263 -1.167 -0.637
H -0.001 -4.084 4.695 -0.375 0.131 0.085
H 1.305 -2.983 4.475 0.414 -0.213 -0.409
H 1.066 -3.723 6.016 0.343 -0.472 0.146
H 1.583 -6.029 5.073 0.190 0.131 0.419
H 2.267 -6.301 2.623 0.744 0.010 0.461
H 1.640 -4.681 2.405 0.033 0.127 -0.131
H -0.145 -7.214 4.600 -0.132 0.562 0.115
H 1.033 -7.960 3.600 0.366 0.127 -0.549
H -0.663 -7.805 3.037 0.104 -0.353 0.109
H 3.387 -4.064 5.408 -0.510 -0.198 0.507
H 3.563 -4.237 3.877 0.124 -0.209 -0.599
C 0.496 6.061 -3.736 1.346 0.329 0.038
C 1.232 5.025 -4.616 0.395 0.182 0.986
C 2.199 4.142 -3.853 -0.242 0.500 1.629
O 3.328 4.903 -3.386 0.156 0.099 -1.050
C 4.477 4.111 -3.146 -0.792 0.656 0.376
N 0.229 4.160 -5.135 -0.359 0.349 -1.182
H -0.144 6.748 -4.290 0.040 -0.125 -0.377
H 1.275 6.663 -3.268 -0.073 0.249 0.286
H -0.133 5.630 -2.957 0.151 -0.478 -0.102
H 1.823 5.461 -5.421 0.087 0.831 -0.064
H 2.487 3.230 -4.377 0.095 0.220 -0.489
H 1.656 3.807 -2.969 -0.148 -0.321 0.156
H 4.440 3.881 -2.081 0.344 -0.782 0.044
H 5.375 4.706 -3.312 0.025 0.122 -0.193
H 4.465 3.246 -3.811 0.246 -0.265 0.280
H 0.644 3.731 -5.949 -0.309 -0.933 -0.109
H -0.421 4.834 -5.515 -1.003 -0.505 -0.170
C -5.500 -3.263 -0.649 -0.305 -1.459 0.651
C -4.063 -2.837 -0.490 0.047 0.291 0.108
C -3.170 -3.813 0.235 0.070 -0.364 -0.608
O -3.577 -3.960 1.555 0.082 -1.396 1.783
C -2.820 -4.932 2.309 -0.087 1.001 -0.657
N -3.485 -2.635 -1.787 0.289 0.955 -0.196
H -5.526 -4.083 -1.366 -0.162 0.026 -0.389
H -6.153 -2.449 -0.966 0.145 -0.037 0.001
H -5.853 -3.723 0.274 -0.389 0.314 0.311
H -4.135 -1.905 0.070 0.710 0.332 -0.162
H -2.105 -3.582 0.233 -0.056 0.570 -0.356
H -3.277 -4.734 -0.339 0.038 -0.728 0.071
H -1.749 -4.738 2.268 0.154 0.163 -0.325
H -2.983 -5.937 1.920 -0.216 -0.171 0.091
H -3.072 -4.829 3.364 -0.447 -0.216 -0.121
H -4.114 -1.991 -2.244 0.137 0.179 -0.610
H -3.417 -3.461 -2.364 -0.054 -0.346 0.155
C 4.340 0.109 4.159 -0.985 -0.094 -1.089
C 4.329 -1.362 3.856 -0.398 -2.148 0.267
C 3.929 -1.888 2.432 -0.995 0.981 0.167
O 4.282 -3.256 2.241 0.212 -0.621 -0.773
C 3.943 -3.691 0.895 0.004 -0.110 0.244
N 5.570 -2.022 4.210 0.222 0.524 0.633
H 4.997 0.601 3.441 0.178 0.443 0.316
H 4.527 0.340 5.208 0.532 -0.234 -0.159
H 3.317 0.444 3.988 -0.022 0.412 -0.265
H 3.598 -1.815 4.525 -0.363 0.004 0.133
H 4.371 -1.277 1.645 0.128 0.093 -0.177
H 2.843 -1.859 2.342 -0.221 0.526 -0.202
H 2.867 -3.760 0.731 -0.099 0.765 0.125
H 4.230 -4.713 0.650 0.693 -0.146 0.879
H 4.452 -3.065 0.163 -0.309 0.303 0.019
H 6.287 -1.521 3.706 0.552 -0.363 -0.206
H 5.441 -2.945 3.820 0.886 -0.272 -0.044
```
Positions in Å, forces in eV/Å.